(1)
This record from OMol25 describes the molecule C2H4N4O. The level of theory is the ωB97M-V functional and the def2-TZVPD basis.

```
11
Properties=species:S:1:pos:R:3:forces:R:3:nbo_charge:R:1
O 0.687072 -0.340556 -2.227818 -0.54 0.25 1.80 -0.14
N -1.517868 1.021627 1.077908 -1.46 -1.54 0.05 -0.63
N -0.258159 0.163506 -1.321743 -0.51 -0.02 -0.52 -0.19
N 1.646275 -0.947972 -1.524126 1.26 -0.53 -0.51 -0.05
N -0.543079 0.002721 1.021254 0.18 0.48 0.13 -0.43
C 0.139272 -0.203089 -0.141276 -0.04 0.19 -0.96 0.25
C 1.375084 -0.881370 -0.264484 -0.11 0.16 -0.84 -0.11
H 0.101519 0.161137 1.752446 0.61 -0.12 1.04 0.37
H 2.055753 -1.225889 0.480139 0.18 -0.36 0.23 0.23
H -2.350237 0.518817 0.743463 0.05 0.81 0.31 0.36
H -1.335633 1.731068 0.404238 0.38 0.69 -0.74 0.35
```
Forces are in eV/Å.

Its highest occupied orbital energy is -9.8 eV. The value obtained for the HOMO-LUMO gap is 10.651 eV. As for the multiplicity: 1.



(2)
This record from OMol25 describes a structure of composition C21H74F3O21V. The level of theory is the ωB97M-V functional and the def2-TZVPD basis.

```
120
Properties=species:S:1:pos:R:3:forces:R:3:mulliken_charge:R:1
V 12.459724 -33.641130 -28.465077 -1.12 1.32 -3.47 0.92
F 8.542949 -31.140700 -29.625420 -0.14 -0.10 -0.18 0.22
F 10.032952 -30.068174 -28.494439 0.19 -0.21 -0.15 -0.27
F 9.806325 -29.672797 -30.591743 0.05 -0.21 -0.33 -0.05
O 11.000564 -29.308896 -24.824611 0.03 -0.10 -0.04 -0.59
O 14.965044 -25.917284 -32.581839 -0.20 -0.09 -0.17 -0.57
O 13.004301 -27.977328 -26.394933 -0.15 -0.19 -0.52 -0.60
O 17.877791 -31.831526 -27.463911 -0.62 -0.44 0.38 -0.52
O 12.106805 -31.445979 -29.920737 -0.07 0.66 0.56 0.33
O 10.581254 -32.918451 -29.276860 1.16 -0.72 1.39 0.41
O 17.885420 -31.842896 -30.484175 -0.12 0.34 -0.26 -0.46
O 4.461095 -29.724257 -28.190460 -0.05 -0.04 0.05 -0.60
O 13.016559 -32.568091 -27.462692 0.01 -0.87 0.41 -0.59
O 8.955955 -34.064234 -31.625008 0.13 -0.02 -0.32 -0.53
O 8.617990 -32.773961 -27.141243 0.07 0.05 0.24 -0.60
O 11.072533 -28.859318 -34.281676 -0.19 -0.04 0.04 -0.45
O 11.711946 -35.731061 -29.014700 -0.08 0.33 0.73 -0.44
O 15.145040 -35.207782 -33.559079 0.16 0.19 0.06 -0.57
O 8.472616 -25.642422 -29.977346 0.09 -0.02 -0.23 -0.57
O 13.499403 -33.737068 -29.658505 -0.49 -0.22 1.50 -0.55
O 15.140272 -31.050912 -34.977078 0.27 -0.18 0.04 -0.57
O 12.320610 -31.377611 -34.637476 -0.16 -0.09 0.01 -0.45
O 6.536867 -30.570563 -33.434138 0.29 -0.49 -0.35 -0.61
O 13.822021 -26.120830 -29.997806 -0.77 -0.20 0.17 -0.60
O 7.255656 -27.572869 -26.433253 -0.35 -0.06 -0.09 -0.56
C 11.541376 -27.877933 -33.383205 0.33 1.30 0.31 -0.46
C 10.760961 -31.786157 -29.999032 0.44 -0.81 -2.28 1.94
C 8.286377 -26.930531 -30.546408 0.08 0.10 -0.39 0.20
C 13.306041 -28.945771 -27.409993 0.82 0.01 0.03 -0.13
C 15.151843 -33.943904 -32.894338 -0.55 0.22 0.05 0.03
C 9.788975 -30.660991 -29.687836 -0.04 0.59 1.47 0.18
C 5.657342 -29.712088 -28.942468 0.37 0.32 0.15 0.20
C 12.574418 -30.379385 -30.723933 0.99 0.50 -0.17 0.35
C 11.426046 -32.416137 -34.270323 0.19 -0.34 0.58 -0.27
C 7.600334 -34.276432 -31.279146 -0.09 0.30 0.77 -0.51
C 7.680645 -30.744242 -32.589946 -0.94 0.94 0.57 0.39
C 16.625461 -32.519954 -27.545978 -0.46 0.09 -0.48 -0.02
C 12.430016 -25.965361 -30.338424 0.30 0.23 -0.45 -0.16
C 15.206538 -29.716235 -34.522270 0.10 -0.28 -0.31 -0.50
C 14.090577 -30.385319 -30.600101 -0.13 -0.08 0.34 -0.35
C 7.366659 -33.201165 -27.652867 0.52 -0.12 -0.19 -0.13
C 11.171296 -30.684318 -25.157021 -0.14 0.58 -0.04 -0.55
C 10.353807 -36.073544 -29.354648 -0.47 0.18 -0.30 -0.16
C 7.834740 -28.867823 -26.467559 0.51 -0.15 0.37 -0.17
C 16.156481 -26.679395 -32.570376 0.14 -0.10 0.18 -0.35
C 17.687944 -30.848321 -31.490959 -0.98 -0.60 0.17 -0.50
H 7.298457 -27.034239 -31.007482 -0.13 -0.11 0.37 0.43
H 7.913034 -26.926647 -26.703251 0.04 -0.04 -0.01 0.30
H 13.839713 -28.493718 -28.252677 -0.27 0.10 -0.05 0.28
H 8.749814 -28.908655 -25.869203 0.06 0.01 -0.10 0.47
H 12.405115 -25.980298 -31.428371 -0.11 -0.04 0.03 0.01
H 6.136532 -29.734485 -33.185293 -0.05 -0.01 -0.06 0.33
H 12.403107 -29.432661 -27.770145 -0.12 0.09 0.13 -0.17
H 16.147535 -29.290177 -34.873451 0.01 -0.06 -0.05 0.38
H 16.146301 -32.260306 -28.491620 0.09 -0.12 -0.06 -0.31
H 12.186361 -29.421108 -30.363594 -0.09 -0.06 0.01 -0.18
H 10.721452 -31.263632 -24.354830 0.03 -0.13 -0.04 0.37
H 13.883807 -26.083042 -29.040598 0.20 0.06 0.02 0.27
H 8.355657 -24.998237 -30.681292 -0.02 0.11 0.10 0.29
H 12.280896 -36.448018 -29.310158 0.25 0.21 -0.04 0.27
H 8.455837 -30.020897 -32.854166 0.25 -0.27 -0.05 0.10
H 9.462580 -33.813956 -30.841247 -0.13 0.02 0.18 -0.08
H 14.496766 -34.018267 -32.026100 0.24 -0.07 0.24 -0.16
H 13.990718 -29.703045 -27.013527 -0.22 -0.08 0.06 0.29
H 14.247728 -31.391573 -34.815439 -0.10 0.24 -0.07 0.34
H 6.159576 -28.737027 -28.903289 -0.21 0.05 -0.12 0.27
H 11.786448 -26.763853 -29.962681 0.17 -0.04 0.16 0.02
H 12.049450 -24.994021 -30.019131 -0.02 -0.07 0.13 0.40
H 12.234348 -30.919444 -25.247396 -0.04 -0.24 -0.01 0.24
H 9.207756 -32.540767 -27.873318 -0.14 -0.26 0.04 0.01
H 17.609339 -31.477540 -29.636320 0.28 -0.07 0.01 0.26
H 4.648821 -29.361034 -27.319739 0.01 0.03 -0.01 0.33
H 11.584434 -28.808692 -25.408902 -0.03 0.22 0.22 0.36
H 10.234936 -36.087766 -30.438926 0.13 -0.15 0.02 0.35
H 11.866374 -30.526570 -34.527159 0.08 0.00 -0.03 0.25
H 7.327140 -30.512427 -31.581598 0.45 -0.11 0.18 -0.26
H 7.509943 -33.960515 -28.430543 -0.13 0.00 0.01 -0.01
H 16.784364 -33.599636 -27.533476 -0.11 -0.01 -0.04 0.30
H 18.063252 -29.873185 -31.178616 0.43 -0.05 -0.32 0.34
H 5.398709 -29.942153 -29.974006 0.02 -0.09 -0.01 0.17
H 8.061016 -29.206938 -27.479641 -0.08 0.07 0.00 -0.29
H 13.594989 -27.230421 -26.507157 0.00 0.00 0.22 0.33
H 6.802974 -32.371028 -28.083306 -0.15 -0.08 0.10 -0.13
H 14.395965 -29.130231 -34.966470 -0.05 0.19 0.34 0.32
H 8.043935 -31.768064 -32.579890 -0.05 -0.04 -0.43 0.02
H 10.858055 -27.026983 -33.255849 -0.36 -0.35 -0.09 0.42
H 10.681036 -28.411511 -35.036746 0.03 -0.12 -0.08 0.21
H 18.379174 -32.390751 -26.864591 0.48 0.39 -0.03 0.31
H 11.895473 -33.378443 -34.475643 0.06 0.11 -0.28 0.39
H 11.690805 -28.296452 -32.391649 0.01 -0.32 -0.12 -0.13
H 16.241831 -27.243491 -33.498859 -0.03 0.05 -0.05 0.09
H 16.054689 -35.431357 -33.764653 -0.03 -0.04 -0.12 0.35
H 11.250793 -32.428896 -33.184797 -0.16 0.17 -0.12 -0.26
H 8.996998 -27.150473 -31.355029 0.19 0.09 0.22 -0.10
H 16.619327 -30.717849 -31.722770 0.07 0.01 0.21 0.05
H 14.561836 -25.981020 -31.708058 0.27 0.12 0.08 0.41
H 17.038437 -26.038935 -32.470969 -0.04 0.02 -0.02 0.36
H 12.304837 -30.488575 -31.781857 -0.29 -0.24 0.11 -0.06
H 18.091809 -31.258463 -32.413386 0.53 0.39 0.05 0.34
H 10.571182 -31.988474 -31.078336 -0.26 0.08 0.09 -1.18
H 16.148740 -33.614200 -32.602674 0.01 -0.14 0.15 0.39
H 14.502750 -31.294821 -31.036616 0.03 0.04 -0.06 -0.23
H 15.224821 -29.665292 -33.428127 -0.28 0.17 0.00 0.05
H 10.466419 -32.368787 -34.787245 0.04 0.10 -0.06 0.33
H 14.358895 -30.371320 -29.540132 0.02 -0.07 -0.05 -0.20
H 12.466761 -27.386520 -33.708175 0.18 -0.46 -0.05 0.46
H 8.442957 -27.643748 -29.744045 -0.20 -0.14 -0.04 -0.24
H 14.718889 -33.147888 -33.505693 0.15 -0.18 -0.31 -0.02
H 10.073287 -37.027297 -28.913400 0.07 -0.01 0.04 0.38
H 15.891044 -32.250119 -26.780151 0.36 0.09 0.27 0.23
H 6.397966 -30.423966 -28.567458 -0.21 -0.17 -0.11 -0.43
H 7.182670 -33.422814 -30.729018 0.05 0.02 -0.16 0.07
H 9.693485 -35.288752 -28.993537 0.18 0.00 0.26 -0.27
H 7.481595 -35.143248 -30.614723 -0.03 -0.11 -0.25 0.26
H 7.009523 -34.405145 -32.180456 0.14 -0.14 -0.12 0.33
H 7.151035 -29.581508 -26.007320 -0.22 0.15 -0.10 0.24
H 6.820664 -33.660768 -26.833301 -0.12 0.12 0.03 0.35
H 14.543453 -29.504760 -31.056906 -0.12 -0.03 -0.17 0.17
H 16.170015 -27.395369 -31.740964 -0.01 0.01 -0.05 0.09
H 10.653914 -30.897693 -26.097368 0.08 -0.29 0.03 0.15
```
Forces are in eV/Å.

Its highest occupied orbital energy is -9.7 eV. The value obtained for the HOMO-LUMO gap is 7.747 eV. As for the multiplicity: 1.



(3)
This record from OMol25 describes the ion C3H3N2O4P with charge -2. The level of theory is the ωB97M-V functional and the def2-TZVPD basis.

```
13
Properties=species:S:1:pos:R:3:forces:R:3:nbo_charge:R:1
P -1.681523 -0.519423 -0.027214 -1.28 0.13 -0.11 2.46
O -1.831211 -1.644060 0.932023 0.32 0.00 0.12 -1.18
O -2.139043 -0.684904 -1.438597 0.31 0.13 0.09 -1.18
O -2.374882 0.819284 0.629640 0.37 -0.72 -0.22 -1.05
O -0.264669 2.406243 0.041503 0.29 -1.07 -0.03 -0.73
N 2.565079 0.922111 -0.055350 -2.67 1.33 0.17 -0.71
N -0.001438 0.063363 -0.041369 -0.93 -0.33 0.17 -0.75
C 2.301023 -0.346574 -0.093504 -0.31 -0.65 -0.11 -0.08
C 1.026007 -0.887800 -0.120582 0.72 -0.95 -0.11 -0.34
C 0.316568 1.313521 0.011466 3.48 1.34 -0.13 0.75
H -1.796701 1.551455 0.350419 -0.15 0.65 0.09 0.49
H 3.144274 -1.071288 -0.108960 -0.19 0.20 0.01 0.13
H 0.736517 -1.921933 -0.079478 0.05 -0.06 0.07 0.20
```
Forces are in eV/Å.

Its highest occupied orbital energy (spin up / spin down) is 1.4 / 1.4 eV. Its charge is -2. The value obtained for the HOMO-LUMO gap (spin up / spin down) is 5.390 / 5.389 eV. As for the multiplicity: 1.



In the order shown, the computed M values come out to 100.1 770.7 162.0 Da.
In the order shown, the computed F_max values come out to 0.041 0.075 0.073 hartree/bohr.